This record from the OMol25 dataset describes one molecule with the formula C16H28N4O3. The level of theory is ωB97M-V with the def2-TZVPD basis set.

* E_HOMO: -8.594 eV
* energy above the lowest of the compared OMol25 structures with the same formula, charge and spin: 13.5 kJ/mol
* orbital gap: 0.335 hartree
* largest force on an atom: 0.0107 hartree/bohr
* structure (SMILES): CCCCN1C(=O)NC(=O)/C(=C/NCCCN(CC)CC)C1=O

Last column: natural (NBO) charge in e.
Cartesian coordinates (Å):
C -7.241 0.407 -0.250  -0.6081
C -6.090 1.240 -0.803  -0.3903
C -4.766 0.478 -0.843  -0.4039
C -4.248 0.135 0.553  -0.2255
N -2.934 -0.493 0.486  -0.4658
C -2.904 -1.858 0.295  0.8032
O -3.904 -2.530 0.200  -0.6164
N -1.651 -2.419 0.226  -0.6438
C -0.427 -1.776 0.330  0.6891
O 0.606 -2.413 0.256  -0.6375
C -0.527 -0.346 0.521  -0.4402
C 0.648 0.377 0.644  0.1973
N 0.706 1.678 0.810  -0.5311
C 1.941 2.414 0.934  -0.2205
C 2.833 2.321 -0.319  -0.4178
C 4.030 1.374 -0.149  -0.2067
N 3.618 -0.011 0.010  -0.4843
C 4.392 -0.732 1.012  -0.2042
C 3.859 -2.137 1.272  -0.6301
C 3.446 -0.711 -1.255  -0.2268
C 4.732 -1.113 -1.985  -0.6345
C -1.811 0.312 0.583  0.6852
O -1.941 1.526 0.727  -0.6640
H -8.180 0.946 -0.356  0.2089
H -7.095 0.187 0.803  0.2003
H -7.321 -0.533 -0.790  0.2056
H -5.968 2.143 -0.200  0.1947
H -6.335 1.552 -1.820  0.2024
H -4.891 -0.447 -1.409  0.2079
H -4.016 1.092 -1.348  0.2077
H -4.141 1.043 1.149  0.2277
H -4.918 -0.569 1.047  0.2268
H -1.628 -3.423 0.090  0.4285
H 1.596 -0.152 0.591  0.2606
H -0.196 2.158 0.829  0.4496
H 2.498 2.035 1.796  0.1975
H 1.677 3.454 1.128  0.2139
H 2.224 1.996 -1.162  0.2114
H 3.225 3.311 -0.555  0.2129
H 4.589 1.685 0.738  0.1959
H 4.697 1.507 -1.012  0.1815
H 4.316 -0.155 1.939  0.1885
H 5.462 -0.789 0.747  0.1639
H 4.280 -2.514 2.201  0.2137
H 4.133 -2.821 0.475  0.2039
H 2.775 -2.131 1.355  0.2362
H 2.845 -1.601 -1.063  0.2227
H 2.860 -0.056 -1.906  0.1916
H 4.478 -1.556 -2.944  0.2181
H 5.297 -1.842 -1.411  0.2045
H 5.371 -0.250 -2.168  0.1998

This record from the OMol25 dataset describes a 2-piece molecular cluster, C4H13NOS overall in a non-equilibrium geometry. The level of theory is ωB97M-V with the def2-TZVPD basis set.

* E_HOMO: -8.397 eV
* energy above the lowest of the compared OMol25 structures with the same formula, charge and spin: 89.9 kJ/mol
* orbital gap: 0.332 hartree
* largest force on an atom: 0.0211 hartree/bohr
* structure (SMILES): CNCCCS.O

Last column: natural (NBO) charge in e.
Cartesian coordinates (Å):
C -1.813 1.421 1.516  -0.4055
N -1.120 0.449 0.696  -0.6666
C 0.006 -0.306 1.183  -0.2159
C 1.062 -0.610 0.122  -0.4062
C 1.358 0.480 -0.902  -0.5124
S 1.666 2.109 -0.166  -0.0628
H -2.606 0.957 2.112  0.1699
H -1.137 1.949 2.174  0.1967
H -2.245 2.176 0.858  0.1958
H -1.731 0.010 0.030  0.3683
H 0.478 0.208 2.024  0.2004
H -0.320 -1.261 1.602  0.1676
H 1.953 -0.938 0.624  0.2074
H 0.760 -1.497 -0.427  0.1841
H 2.287 0.195 -1.388  0.2246
H 0.560 0.482 -1.639  0.2208
H 0.408 2.235 0.283  0.1321
O 0.197 -2.295 -3.001  -0.9296
H -0.068 -2.679 -2.160  0.4631
H 0.306 -3.086 -3.539  0.4681